No. 1
Entry from the Open Molecules 2025 dataset: a molecular structure, C24H20Cl3I2N3O4SSn (ωB97M-V/def2-TZVPD).

Summary:
**Frontier orbital gap (alpha / beta)**: 0.1789 / 0.1673 Ha
**Relative energy (zero: lowest compared OMol25 entry of this formula, charge and spin)**: 21.23 kJ/mol
**Charge**: +2

```
58
Properties=species:S:1:pos:R:3:forces:R:3:nbo_charge:R:1
H -3.4249 0.2552 -5.0863 0.346 0.658 0.784 0.26
H -0.2624 2.8974 -0.8259 0.205 -0.722 -0.600 0.22
C 2.1256 -1.4537 3.9517 -0.990 0.457 0.902 -0.17
Cl 4.2496 0.1969 -3.2541 -0.756 -0.352 -0.147 0.12
C -2.1662 3.0497 4.5362 0.637 1.653 -0.755 0.04
C -2.0090 0.7904 3.0110 -0.007 -0.744 -1.044 -0.31
H -2.0059 -0.3377 4.8241 -0.162 0.719 -0.061 0.25
N -0.3793 -0.6849 1.3248 0.941 -0.989 1.589 -0.75
N 1.6564 -1.6622 1.2244 2.081 0.654 -0.810 -0.46
Cl 4.0922 -4.3450 -6.1041 -0.274 0.586 0.982 0.17
C -1.4984 2.6459 -3.5228 0.710 -0.934 1.596 -0.24
H -1.3032 3.7022 -3.4132 0.068 0.113 -0.400 0.24
C 4.0169 -2.0744 -4.6228 -0.264 0.249 -0.102 -0.26
C -0.8494 1.7681 -2.6094 -0.645 -0.257 -0.467 0.22
H -1.8880 5.2593 4.6438 0.110 -0.782 0.370 0.23
H 4.7599 -1.6561 -5.2886 -0.039 -0.090 -0.043 0.28
C -2.0703 0.6705 4.3878 0.530 -1.204 -0.183 -0.19
H -2.3625 -1.1156 -3.2837 0.206 1.071 -0.266 0.22
C 0.6852 -1.2126 2.0132 -1.066 -0.245 0.782 0.33
C -2.1223 3.1263 3.1416 0.236 0.210 -0.863 -0.19
C 2.8682 -1.9247 1.7353 -1.762 -0.281 -1.243 0.09
C -2.7586 0.7381 -4.3398 0.076 0.686 -0.956 -0.23
H 1.5747 0.7146 -1.4360 -0.762 1.375 0.033 0.53
C 2.7847 -4.0102 -3.7463 -0.333 0.292 0.154 -0.20
C 0.8335 -1.2673 3.4440 -0.381 -0.179 -0.416 -0.13
I -2.3792 -5.0380 -4.0084 -0.013 0.433 0.544 0.08
C 2.2111 -3.2150 -2.7612 -0.215 -2.313 -0.262 -0.06
C -2.0261 1.9867 2.3266 0.526 0.876 0.459 -0.20
O 0.8108 1.1789 -0.9886 1.316 -1.823 0.793 -0.76
C 3.4886 -1.3106 -3.6197 0.952 -0.030 0.349 -0.01
O -2.7531 -0.5029 0.8561 1.199 -0.746 0.909 -0.92
C 0.2159 2.2617 -1.6201 -0.868 1.113 -0.391 -0.10
O 1.8809 -1.0036 -1.8891 1.740 -1.983 -1.793 -0.74
C -2.0688 1.8105 5.1336 0.009 0.389 0.824 -0.21
Sn -0.1609 -1.1998 -1.0123 -0.794 0.923 0.346 1.46
H -2.0249 4.1361 2.7322 -0.276 -0.459 -0.180 0.22
C 2.4844 -1.8453 -2.7090 -0.739 3.378 1.300 0.38
C 3.5827 -3.3994 -4.7487 0.289 -0.479 -0.378 0.08
H -2.9601 2.7816 -5.0002 -0.597 0.665 -0.992 0.24
O -2.1369 -1.7255 3.0025 0.677 -0.506 -1.169 -0.90
C -2.4318 2.1258 -4.3751 -0.230 -1.544 0.569 -0.11
S -1.9105 -0.6765 2.0431 -2.327 1.339 0.123 2.25
H 3.5901 -2.1623 0.9656 0.320 -0.305 0.349 0.22
I -2.5856 -3.3638 -1.8792 -0.457 -0.983 -0.418 0.03
H -3.0540 4.5951 5.7474 -0.919 0.079 0.317 0.24
H -1.8742 1.7639 6.1855 -0.377 -0.133 0.553 0.23
C -2.1125 4.3865 5.2933 0.888 -0.685 0.224 -0.64
H 2.6761 -5.0888 -3.8474 -0.438 0.267 0.371 0.28
H 4.0990 -2.0353 3.5190 0.486 -0.236 -0.118 0.25
H -0.0903 -1.2520 4.0281 0.666 0.564 0.169 0.26
N -1.1884 0.4613 -2.5472 0.001 0.671 -0.494 -0.58
H 2.3432 -1.1917 5.0127 -0.309 -0.797 -0.849 0.26
C 3.1241 -1.8853 3.1049 0.167 1.069 0.233 -0.16
C -2.1333 -0.0361 -3.4095 0.670 -0.482 0.848 0.03
H -1.8152 1.9727 1.2396 -0.516 0.383 0.792 0.23
H 0.9364 2.9636 -2.0897 -0.236 -0.681 -0.034 0.22
Cl 1.1178 -3.8816 -1.5446 1.039 -0.065 -0.986 0.11
H -1.4018 4.3192 6.1547 -0.340 0.159 -0.845 0.23
```
Positions in Å, forces in eV/Å.

No. 2
Entry from the Open Molecules 2025 dataset: 14 unconnected molecules or ions with the total composition C47H133N11O14 (ωB97M-V/def2-TZVPD).

Summary:
**Frontier orbital gap**: 0.3205 Ha
**Relative energy (zero: lowest compared OMol25 entry of this formula, charge and spin)**: 147.62 kJ/mol

```
205
Properties=species:S:1:pos:R:3:forces:R:3:mulliken_charge:R:1
O -3.0748 0.0913 4.7015 -0.068 0.018 0.646 -0.15
H 0.1212 4.6575 -5.2331 0.017 0.338 -0.055 0.31
H -5.1217 -3.1474 -3.5409 0.263 -0.562 -0.045 0.28
O 0.3549 4.9615 -3.1683 0.010 -0.051 -0.114 -0.60
H -6.6155 -4.0725 -3.1730 -0.380 0.571 -0.164 0.31
O -1.0853 -3.5301 3.9017 0.270 -0.844 -1.956 -0.39
C -1.2493 1.6829 -8.0081 0.044 -0.922 -1.463 -1.00
C 4.5599 -7.0667 -0.6778 0.365 0.085 1.563 1.25
H 0.2467 1.3220 5.6504 -1.012 -0.367 -0.262 0.22
C 2.7679 7.4584 -2.2795 -0.436 1.745 1.089 0.45
H -1.2255 -8.4517 1.8486 0.018 -0.317 -0.027 0.30
H -1.2330 -5.5688 -0.2895 0.530 0.078 0.724 -0.20
H -0.1300 2.1509 -10.5496 0.233 0.061 -0.142 0.28
O -2.8487 2.9030 -3.3553 -1.272 0.916 -1.214 -0.57
N -0.5130 -1.2637 5.1900 -0.240 0.773 1.305 -0.48
N -2.7507 2.2587 -6.1680 0.236 -0.589 -0.708 -0.76
C 4.7857 3.1341 0.5620 -0.669 0.091 0.970 -0.98
H -1.4255 -4.2379 -2.2088 0.402 -0.128 0.497 0.05
H 4.8523 -1.0610 1.2054 0.347 0.361 0.223 0.21
H -4.2218 4.2168 -4.1655 0.574 0.375 -0.329 0.41
H 5.5979 -8.6360 0.4589 0.323 -0.106 -0.732 0.41
H 1.8710 -5.9941 -0.4788 0.104 -0.129 0.251 0.00
H 4.7247 3.5438 -0.4463 0.156 -0.131 -0.030 0.37
H -1.9240 0.6167 -1.3099 -0.200 0.314 -0.507 0.28
C -5.6556 1.3635 -1.4054 1.641 0.201 1.113 -1.18
H -2.2647 2.8810 -2.5936 0.964 0.024 1.099 0.36
O 5.1709 6.8788 -2.5924 -0.084 0.082 -0.477 -0.39
H 3.0318 8.4985 -2.0883 0.814 -0.037 0.659 0.51
H 7.4630 2.0237 4.7423 0.338 0.024 -0.140 0.33
H 3.5056 1.0284 4.3008 -0.133 0.066 0.507 0.28
H -3.1193 -0.2456 6.7626 -0.042 -0.414 -0.008 0.32
H 3.3026 6.6689 -0.2658 0.144 0.271 -0.147 0.45
H -2.7347 2.3507 -5.1623 -0.471 0.302 0.237 0.41
H -5.5356 1.1520 -0.3429 -0.034 0.393 0.238 0.23
O -0.8780 -6.3125 -2.1219 1.523 -0.146 -0.764 -0.39
H -2.3084 -9.0310 -1.1827 -0.136 0.024 0.329 0.34
C -5.7634 -1.1796 -1.7377 -0.030 0.580 -1.482 -0.55
H 6.1095 6.3909 -4.4456 -0.581 -0.250 -0.208 0.32
H -0.4654 3.7889 -1.9265 0.163 0.198 -0.217 0.39
C 3.8446 6.8345 -3.1835 0.550 -0.829 1.063 -0.54
H 3.0889 -2.1717 0.9281 -0.989 -0.035 0.088 0.20
H -0.7891 -3.6376 6.8699 0.439 -0.215 -0.248 0.31
H -1.0670 1.1504 -4.5131 0.238 0.411 -0.054 -0.22
C 6.2491 6.2529 -3.3734 -1.566 0.797 0.122 -0.74
H 1.4652 4.8629 0.9052 0.093 0.599 -0.055 -0.58
H 0.8269 5.7958 -3.2213 0.031 0.968 0.284 0.29
C -3.1566 0.5755 6.0468 -0.206 -0.665 0.237 -0.98
H 1.9528 1.3373 -1.1236 0.267 0.180 -0.410 0.58
H 6.5258 3.4224 5.2936 -0.264 -0.246 0.134 0.22
H 0.4529 0.2966 2.3589 0.108 -0.103 -0.290 -0.85
H 4.1877 -7.6509 -2.5500 -0.033 0.435 -0.506 0.26
H -1.8494 -1.8716 -1.4731 -0.314 -0.160 0.123 0.07
C 2.4561 6.7339 -0.9493 0.368 -0.222 -0.008 -1.07
H -2.4986 -6.4489 -0.9556 -0.492 -0.704 0.262 0.59
H 1.6285 7.1952 -0.4103 0.109 0.527 -0.092 0.45
C -1.3553 2.0235 -6.5366 0.556 0.208 0.729 1.49
H -1.0859 0.8628 0.1566 0.181 -0.367 0.674 -0.62
H -1.3309 -1.6967 0.2449 -0.175 -0.212 0.095 -0.34
H -0.9851 0.6424 3.2224 -0.439 -0.202 -0.126 0.00
H -5.2722 -2.6402 3.1249 -0.372 -0.477 -0.079 0.24
H 1.6726 8.1032 -3.8618 0.420 -0.371 -0.733 0.22
H 6.8268 3.4225 0.6746 0.501 -0.055 0.379 0.37
H -0.7144 -2.1280 4.7077 0.356 0.047 0.158 0.68
H 0.2691 0.8668 -5.7220 -0.006 -0.186 0.313 0.34
H -8.1444 1.0512 -1.6359 -0.589 -0.209 0.101 0.23
H 5.7419 1.7983 4.9377 -0.148 0.016 0.714 0.23
C -1.0036 -1.7837 -0.7911 0.298 1.875 -0.366 1.01
C -3.7753 -0.0742 1.7588 0.448 0.215 0.547 -1.36
H -1.3112 0.0308 -5.8034 0.174 -0.265 -0.053 0.47
H -3.6717 -5.6717 5.8860 -0.015 -0.566 0.327 0.30
H -2.8391 5.0363 1.6597 -0.072 0.157 0.077 0.30
H -0.4870 -4.8846 2.3459 -0.247 -0.221 0.251 0.35
H 1.7050 4.1982 -4.5510 0.085 -0.132 -0.066 0.34
C -3.5977 4.1317 -3.2759 -0.453 -1.529 0.651 -0.82
O -1.1543 4.0049 1.0544 -0.234 0.200 0.509 -0.32
C -0.9350 -7.7941 -0.0603 -0.969 1.043 -1.367 0.91
H -3.4243 -0.4265 0.7889 0.045 -0.224 0.087 0.21
N -1.7107 -7.8798 1.1721 -0.131 0.159 0.414 -0.70
O 3.4170 -4.9917 -1.4870 -1.077 0.016 0.128 -0.39
H 0.1288 -7.6594 0.1355 0.251 -0.221 -0.167 -0.02
C -1.5975 -4.3671 6.9203 1.240 0.849 -0.475 -1.50
H 1.1704 3.5431 4.0131 0.500 -0.158 0.668 0.36
N -7.6816 0.2071 -1.3303 -0.553 0.009 0.625 -0.76
H 1.1417 1.7517 0.2697 -0.016 0.598 0.512 -0.50
H -1.8343 -6.9964 1.6458 0.030 0.369 -0.180 0.15
O 1.5219 1.8039 4.2760 1.207 -1.955 -0.703 -0.42
H 5.5936 1.0046 -0.1779 -0.014 -0.517 -0.139 0.22
H 1.6359 0.5166 5.8931 0.617 -0.684 -0.316 0.39
H 4.7700 -8.7732 -1.6485 0.386 -0.315 0.130 0.27
H -1.3772 3.6718 3.1027 -0.502 0.328 0.048 0.55
H -4.5720 -1.4075 4.9290 0.352 -0.323 0.212 0.38
H -5.9335 -1.4695 2.2319 0.006 0.380 -0.027 0.33
C -0.6119 3.7730 2.3332 0.625 0.074 -0.148 -0.32
H -0.7410 -0.9981 2.5130 -0.020 -0.057 0.309 -0.32
H -1.7687 2.4559 -8.5744 -0.198 0.300 -0.074 0.37
C 0.9622 0.7430 5.0667 -0.583 1.386 1.158 -1.59
H -3.0701 -1.8660 2.6918 0.211 0.126 0.725 -1.55
H -4.0783 1.1076 6.2825 -0.136 0.280 -0.424 0.34
H 0.2061 3.2716 -4.1937 0.300 -0.211 -0.253 -0.12
C -1.4154 -6.4905 -0.8421 -0.627 0.088 0.323 -0.31
H -1.1773 -5.3709 6.8574 -0.082 -0.093 -0.261 0.33
C 5.5356 -7.5491 0.4045 -0.634 0.303 1.041 -1.56
H -3.0975 3.1085 -6.5895 -0.057 0.136 0.068 0.32
H 6.2647 5.1930 -3.1196 0.449 0.072 -0.071 0.26
H 7.1758 6.8096 -3.2342 -0.045 -0.300 0.867 0.28
C 6.5014 2.5314 4.6662 -0.162 -0.448 -0.378 -0.64
C 4.5654 -5.5377 -0.8593 0.085 -0.168 0.392 -0.86
H 5.0814 -7.3854 1.3817 0.124 0.676 0.234 0.41
H -1.4037 -0.7880 5.1681 -0.149 0.121 0.180 0.17
C 6.1695 2.5729 0.8592 -0.382 1.102 0.873 0.63
C -0.9150 0.6509 -0.8988 -0.588 0.758 0.377 -0.23
H -5.8409 -1.6147 -0.7414 0.115 0.458 0.364 0.46
H 2.4591 -0.8670 -0.2144 -0.088 -0.218 0.245 0.11
H -1.0821 -9.9838 -0.3303 -0.004 0.138 0.235 0.40
C 0.6342 4.2605 -4.3571 -0.495 -0.704 0.150 -0.38
C -3.9320 -1.2065 2.7927 -1.636 1.177 -0.393 2.92
H -4.3457 4.0046 -2.4933 -0.113 0.154 0.397 0.17
N 1.4885 7.6103 -2.9997 -0.128 -0.585 -1.759 -0.69
H -1.1345 3.4091 -0.5123 0.210 -0.470 0.118 0.52
N -3.8199 -4.7152 6.1745 -0.507 -0.088 -0.652 -0.72
C -2.6004 -4.0132 5.8215 -0.037 0.373 -0.776 1.45
C 0.3847 -0.4940 4.3674 0.513 -0.638 -0.889 0.01
H -0.0049 1.6316 -2.5031 0.484 -0.044 -0.174 -0.34
H 2.5387 0.5088 2.9497 -0.257 -0.086 -0.046 0.14
H -4.7015 0.4667 1.5646 -0.236 -0.158 0.258 0.50
C 2.2442 -4.9793 -0.6164 1.038 -0.502 -0.606 -0.11
N -5.0891 -2.0092 2.3578 0.524 -0.526 0.463 -0.73
H 6.5257 -7.0935 0.3884 -0.023 -0.112 -0.209 0.28
C 6.4139 1.9970 2.3105 -1.114 0.805 0.410 -0.50
C 2.7165 1.3491 3.6207 0.052 0.142 -0.398 -0.28
H -3.0076 -4.2539 3.5747 -0.521 0.650 0.189 0.36
C -0.8037 0.9626 -5.5541 -0.300 0.065 -1.281 -1.02
H -4.5849 -4.4352 5.5775 -0.310 0.333 -0.085 0.27
N 6.4294 1.5702 -0.1381 0.384 -0.268 0.212 -0.78
H -2.9998 5.0011 -3.0025 0.181 0.061 -0.528 0.21
C 0.2040 1.2940 -9.9647 -0.253 -0.333 1.853 -0.75
O -0.2855 -0.5711 -1.1476 1.011 -1.259 0.121 -0.44
H 3.5846 -7.3744 -0.3007 -0.466 0.211 0.033 -0.20
C -0.1264 1.8661 -1.4456 0.420 -0.390 -0.555 0.50
H -1.4807 6.0734 1.0650 0.112 0.049 0.478 0.29
H 7.3990 1.5365 2.3865 0.487 0.310 -0.080 0.49
H -2.3772 5.1624 -0.0648 -0.246 -0.303 0.004 0.29
H -4.7324 -1.1263 -2.0873 0.469 -0.113 0.253 0.24
H -1.4613 -3.4647 1.8381 -0.047 -0.074 -0.114 0.25
H -1.7564 0.7445 -8.2328 -0.443 -0.211 0.219 0.38
C -0.6895 -3.8273 2.5170 -0.047 0.618 1.348 -0.85
H -3.0653 0.6621 2.1353 0.125 0.021 -0.096 -0.04
C -1.2640 -9.0555 -0.8719 0.296 0.249 -0.585 -1.43
H -5.5283 -3.6688 -1.8715 0.220 -0.064 0.097 0.26
H 1.6908 3.0839 -0.8313 -0.318 -0.048 -0.109 -0.06
C -5.9240 -3.3072 -2.8206 0.379 1.245 0.362 -0.72
H 2.0962 5.7090 -1.0387 0.165 -0.175 -0.736 -0.35
H 5.7226 1.1789 2.5130 -0.405 -0.335 -0.332 0.10
H 2.5282 -4.5326 0.3364 -0.121 0.009 0.188 0.28
C 1.2515 2.0888 -0.7610 -0.556 -1.711 0.031 -0.37
C -4.2231 -0.6360 4.2426 1.173 0.807 -1.050 -1.21
O 6.1944 2.9573 3.3723 0.622 0.440 -1.902 -0.34
H 4.6880 -5.0178 0.0908 -0.078 -0.271 0.587 0.31
H 2.1206 3.6851 1.8734 -0.244 -0.346 0.656 -0.61
O 0.0730 1.5367 -8.5514 0.107 0.476 0.670 -0.30
C -2.1977 -4.2886 4.3033 0.795 -1.324 1.622 -0.76
H 0.8266 8.2880 -2.6493 0.065 -0.236 1.343 0.21
C 0.4500 4.7920 2.7677 -1.024 -0.349 -0.191 0.15
H -0.1200 2.8004 2.3243 0.022 -0.168 -0.332 -0.42
H -0.7479 -4.8692 -3.7134 1.206 -0.464 0.537 0.33
H 3.1451 2.1404 3.0057 -0.239 0.230 0.168 0.00
H 0.2494 -3.3013 2.3438 -0.147 0.171 0.013 0.16
H 4.0080 2.3811 0.6897 -0.002 -0.403 -0.272 -0.26
H -1.9395 -4.2325 7.9465 -0.795 -0.074 -0.300 0.41
H -4.6448 1.4721 -1.7986 0.056 -0.009 -0.298 -0.01
H -0.7139 -9.1248 -1.8104 0.311 0.192 0.066 0.31
H 2.4698 5.3297 2.3472 -0.066 0.189 -0.219 0.68
H 3.9347 7.2876 -4.1708 -0.528 0.013 -0.127 0.48
H -2.2957 1.1873 6.3163 -0.006 0.156 -0.613 0.22
H -6.5074 0.3808 -3.0278 0.337 -0.540 -0.412 0.15
H 5.4653 -5.2469 -1.4014 -0.210 -0.060 -0.582 0.45
C -0.2734 -0.1606 3.0308 0.692 1.275 -0.061 1.67
H 3.7856 -1.9921 -0.5952 0.278 0.376 -0.491 0.42
N 0.8018 4.4775 4.1185 -0.084 0.069 0.667 -0.84
C -2.0080 5.1253 0.9601 0.092 0.101 -0.450 -1.08
H 0.0201 5.7907 2.6919 0.125 0.236 0.052 0.53
H -1.8854 -5.3326 4.2780 0.051 -0.578 0.001 0.41
H -2.7522 -2.9339 5.8159 -0.299 0.150 0.511 -0.69
C -6.3872 0.2027 -1.9592 -0.443 -0.245 -0.066 0.76
C -1.2821 -5.1404 -2.8029 -1.482 -0.097 -0.661 -0.57
H -5.0033 0.1241 4.2014 -0.567 -0.189 -0.409 0.43
H -0.3530 -2.6481 -0.9239 0.198 0.283 0.029 -0.47
N -0.9534 3.0510 -1.4391 -0.758 -0.035 -0.188 0.77
N 4.9047 -7.7934 -1.8531 -0.327 -0.356 -1.523 -0.79
O 4.1719 -0.4968 0.8309 0.736 0.508 0.035 -0.37
H 4.4677 3.9119 1.2562 0.387 0.235 0.068 0.36
H -0.7886 2.9482 -6.4275 0.395 0.152 0.192 -0.37
C 3.3180 -1.4009 0.1922 -0.395 -1.026 -0.101 -0.59
C 1.6855 4.6810 1.9571 0.705 0.085 -1.482 0.25
H 1.2628 1.0429 -10.0280 -0.065 0.369 -0.624 0.23
H -6.1458 2.3306 -1.5168 -0.292 -0.179 -0.113 0.52
H -2.2452 -5.3049 -3.2860 -0.708 -0.247 0.385 0.41
H -8.2008 -0.6258 -1.5686 -0.278 0.168 -0.273 0.25
H 1.2026 -1.1958 4.2043 0.467 0.134 -0.320 0.44
H 3.4706 5.8108 -3.1984 0.430 -0.556 -0.833 0.18
H -0.3583 0.4029 -10.2438 -0.236 -0.068 -0.155 0.31
H 7.1691 1.0120 0.2637 0.258 -0.587 -0.526 0.31
H -0.0661 4.2891 4.5995 -0.224 0.244 0.626 0.35
O -6.4907 -1.9918 -2.6356 -0.799 -1.674 -0.291 -0.45
H 1.4016 -4.4423 -1.0520 0.476 0.306 -0.386 -0.08
```
Positions in Å, forces in eV/Å.

Which of these has the lowest relative energy (zero: lowest compared OMol25 entry of this formula, charge and spin)?
C24H20Cl3I2N3O4SSn

Which of these has the highest relative energy (zero: lowest compared OMol25 entry of this formula, charge and spin)?
C47H133N11O14